No. 1
{"formula": "C22H58FN15O33S", "method": "wB97M-V/def2-TZVPD", "energy_ev": -127182.7940, "e_homo_ev": -10.52, "fmax_ev_per_a": 4.52, "homo_lumo_gap_ev": 10.198, "symbols": ["C", "C", "C", "C", "O", "S", "O", "O", "C", "C", "C", "F", "H", "H", "H", "H", "H", "H", "H", "H", "H", "H", "H", "H", "H", "C", "N", "O", "O", "H", "H", "H", "C", "N", "O", "O", "H", "H", "H", "C", "N", "O", "O", "H", "H", "H", "C", "N", "O", "O", "H", "H", "H", "C", "N", "O", "O", "H", "H", "H", "C", "N", "O", "O", "H", "H", "H", "C", "N", "O", "O", "H", "H", "H", "C", "N", "O", "O", "H", "H", "H", "C", "N", "O", "O", "H", "H", "H", "C", "N", "O", "O", "H", "H", "H", "C", "N", "O", "O", "H", "H", "H", "C", "N", "O", "O", "H", "H", "H", "C", "N", "O", "O", "H", "H", "H", "C", "N", "O", "O", "H", "H", "H", "C", "N", "O", "O", "H", "H", "H"], "positions_angstrom": [[-1.607, -0.941, 5.085], [-2.294, -2.250, 4.703], [-3.398, -2.061, 3.671], [-3.872, -3.415, 3.139], [-3.735, -4.464, 4.137], [-2.223, -4.882, 4.365], [-1.802, -5.848, 3.397], [-2.125, -5.252, 5.748], [-1.346, -3.329, 4.140], [0.034, -3.436, 4.791], [1.121, -2.672, 4.043], [0.981, -2.798, 2.666], [-0.812, -0.652, 4.402], [-2.369, -0.167, 5.165], [-1.183, -1.046, 6.086], [-2.722, -2.686, 5.610], [-2.973, -1.567, 2.791], [-4.216, -1.449, 4.044], [-4.917, -3.351, 2.864], [-3.314, -3.712, 2.250], [-1.275, -3.161, 3.065], [-0.007, -3.115, 5.830], [0.324, -4.490, 4.792], [1.145, -1.622, 4.324], [2.085, -3.103, 4.314], [-1.851, 0.897, -0.509], [-1.854, 0.034, 0.700], [-0.861, 0.031, 1.400], [-2.840, -0.642, 0.916], [-0.895, 1.394, -0.547], [-2.000, 0.263, -1.376], [-2.667, 1.607, -0.405], [-8.174, -3.549, 1.782], [-7.281, -2.884, 0.795], [-7.603, -2.908, -0.374], [-6.273, -2.367, 1.231], [-9.020, -3.969, 1.252], [-7.594, -4.316, 2.276], [-8.490, -2.792, 2.494], [-0.279, -6.685, 7.874], [0.945, -6.241, 8.595], [0.808, -5.542, 9.577], [2.011, -6.609, 8.145], [-1.145, -6.279, 8.382], [-0.219, -6.308, 6.859], [-0.286, -7.770, 7.883], [2.862, 0.301, -0.384], [2.136, 1.026, -1.462], [2.768, 1.767, -2.187], [0.948, 0.807, -1.550], [3.907, 0.578, -0.418], [2.409, 0.588, 0.560], [2.727, -0.760, -0.565], [5.148, 1.899, -4.906], [6.344, 1.078, -4.566], [6.835, 0.393, -5.438], [6.754, 1.151, -3.424], [4.906, 1.733, -5.947], [4.342, 1.577, -4.251], [5.401, 2.934, -4.723], [2.390, 4.984, -7.620], [3.627, 4.195, -7.384], [4.143, 3.621, -8.315], [4.061, 4.190, -6.243], [2.128, 4.924, -8.667], [1.610, 4.560, -6.995], [2.601, 6.005, -7.328], [-6.660, -8.129, 1.955], [-6.948, -6.801, 2.560], [-6.011, -6.084, 2.835], [-8.116, -6.510, 2.735], [-5.586, -8.233, 1.863], [-7.078, -8.882, 2.616], [-7.148, -8.155, 0.986], [5.869, 7.593, -6.487], [4.386, 7.606, -6.616], [3.920, 7.904, -7.700], [3.731, 7.292, -5.648], [6.295, 7.870, -7.443], [6.133, 8.305, -5.712], [6.157, 6.585, -6.201], [1.920, -4.601, 0.329], [2.791, -3.887, -0.643], [2.423, -3.814, -1.795], [3.823, -3.410, -0.210], [1.045, -4.963, -0.196], [2.496, -5.422, 0.745], [1.649, -3.889, 1.100], [-5.059, 1.666, 7.715], [-4.437, 0.703, 6.766], [-4.071, 1.122, 5.687], [-4.336, -0.447, 7.137], [-5.079, 2.642, 7.246], [-6.060, 1.306, 7.929], [-4.452, 1.669, 8.615], [-1.866, -2.306, -4.699], [-1.625, -1.035, -3.964], [-0.490, -0.781, -3.626], [-2.594, -0.334, -3.747], [-0.919, -2.819, -4.813], [-2.567, -2.891, -4.110], [-2.298, -2.047, -5.661], [3.052, 5.291, -2.692], [1.568, 5.267, -2.822], [1.078, 5.596, -3.880], [0.942, 4.913, -1.843], [3.470, 5.625, -3.635], [3.300, 5.971, -1.882], [3.367, 4.279, -2.452], [1.076, 6.005, 1.126], [2.436, 5.887, 1.720], [2.610, 6.319, 2.839], [3.289, 5.365, 1.030], [0.430, 6.494, 1.845], [1.172, 6.589, 0.218], [0.730, 5.003, 0.895], [5.726, -2.695, 0.277], [6.052, -1.465, 1.053], [7.201, -1.287, 1.383], [5.127, -0.715, 1.304], [6.640, -3.258, 0.132], [4.998, -3.261, 0.850], [5.302, -2.380, -0.671], [0.220, 8.555, -8.953], [-0.279, 7.317, -9.614], [-1.160, 7.422, -10.436], [0.244, 6.275, -9.272], [-0.331, 9.399, -9.351], [0.056, 8.441, -7.886], [1.281, 8.633, -9.169]], "forces_ev_per_a": [[-0.14, -0.33, 0.48], [0.06, -0.15, 0.08], [0.38, -0.25, -0.42], [-0.31, 0.38, -0.13], [0.36, 0.07, -0.08], [0.12, -0.06, 0.46], [-0.03, 0.06, -0.41], [-0.07, -0.06, 0.15], [-0.48, 0.47, 0.18], [-0.10, -0.57, -0.62], [0.24, -0.12, 0.92], [-0.10, 0.13, -0.03], [-0.16, 0.16, -0.23], [0.25, 0.05, -0.23], [0.19, 0.07, -0.04], [-0.11, 0.23, 0.11], [-0.14, 0.23, 0.34], [-0.03, -0.07, 0.16], [-0.08, -0.36, 0.09], [-0.01, -0.07, -0.03], [0.29, -0.19, -0.06], [0.05, 0.06, 0.05], [0.05, -0.01, 0.08], [-0.14, 0.14, -0.36], [0.08, 0.05, -0.10], [-0.06, 0.20, 0.12], [0.15, -0.16, 0.02], [0.04, 0.05, 0.06], [-0.06, 0.12, -0.34], [0.04, 0.04, -0.05], [-0.07, 0.01, -0.01], [-0.10, -0.11, -0.02], [-0.14, 0.10, -0.11], [-0.03, -0.02, 0.00], [0.01, -0.01, -0.02], [-0.01, 0.06, -0.03], [0.02, 0.00, -0.04], [0.06, 0.04, 0.12], [0.07, 0.01, 0.03], [-0.11, 0.02, 0.06], [-0.03, -0.01, -0.01], [0.00, 0.02, 0.02], [0.03, -0.01, -0.03], [0.02, 0.05, 0.01], [-0.01, -0.05, -0.02], [0.07, -0.01, -0.06], [0.22, 0.11, -0.01], [0.04, -0.30, 0.19], [0.01, 0.15, -0.11], [0.05, 0.16, -0.15], [0.00, 0.03, -0.03], [-0.06, -0.06, 0.00], [-0.05, 0.01, 0.03], [-0.01, -0.28, -0.02], [-0.03, -0.01, 0.08], [0.01, -0.03, -0.04], [-0.01, 0.01, 0.00], [0.07, 0.01, -0.04], [0.03, 0.08, 0.07], [0.03, 0.03, 0.07], [-0.14, -0.17, -0.21], [-0.06, 0.14, 0.07], [0.01, -0.04, 0.00], [0.00, 0.15, -0.08], [0.09, -0.08, -0.03], [0.03, 0.06, 0.10], [-0.11, 0.01, 0.10], [0.14, -0.05, 0.00], [-0.01, -0.01, 0.03], [0.03, 0.05, -0.05], [-0.03, -0.18, -0.01], [0.01, 0.04, 0.03], [-0.07, 0.01, -0.03], [-0.07, -0.01, 0.03], [0.07, 0.02, -0.01], [0.09, -0.03, -0.20], [-0.02, 0.06, 0.03], [0.04, 0.10, 0.12], [-0.05, 0.01, -0.02], [-0.01, -0.06, 0.07], [-0.03, 0.01, 0.08], [-0.16, -0.09, -0.15], [-1.36, -0.63, -0.50], [0.17, 0.05, 0.22], [-4.01, -1.40, -1.56], [0.03, 0.01, -0.06], [0.07, 0.05, 0.04], [0.08, -0.02, 0.06], [0.00, 0.14, -0.03], [0.01, 0.01, -0.01], [-0.17, 0.13, 0.03], [-0.01, -0.05, 0.01], [0.02, -0.01, -0.04], [0.02, -0.06, 0.05], [-0.03, -0.07, 0.03], [0.10, -0.08, -0.04], [0.03, -0.04, -0.04], [-0.01, -0.01, 0.02], [-0.03, -0.01, 0.03], [0.02, 0.04, 0.02], [-0.07, 0.04, -0.02], [-0.07, 0.01, 0.03], [0.13, 0.00, -0.22], [0.15, -0.07, 0.02], [-0.05, 0.00, -0.04], [-0.10, 0.04, 0.02], [-0.07, 0.00, -0.04], [-0.04, -0.09, 0.10], [-0.05, 0.00, 0.11], [-0.14, 0.10, 0.14], [-0.02, 0.01, -0.01], [0.00, 0.00, 0.03], [0.03, 0.01, -0.04], [0.06, 0.00, 0.06], [-0.01, -0.10, -0.08], [0.07, -0.01, -0.12], [2.52, 0.98, 0.83], [0.36, -0.41, -0.28], [0.14, 0.24, 0.22], [-0.11, 0.10, 0.09], [0.22, 0.10, 0.02], [1.45, 0.66, 0.62], [0.60, 0.27, 0.39], [-0.06, 0.14, -0.05], [0.04, 0.08, 0.05], [-0.02, -0.01, -0.03], [-0.05, -0.05, -0.02], [-0.03, -0.02, -0.03], [0.07, -0.05, 0.01], [0.03, -0.06, 0.07]], "lowdin_charge": [-0.036, -0.342, -0.125, -0.173, -0.222, 0.636, -0.264, -0.274, -0.299, -0.138, -0.172, -0.064, 0.072, 0.049, 0.087, 0.136, 0.089, 0.122, 0.095, 0.127, 0.132, 0.129, 0.110, 0.112, 0.123, 0.057, -0.422, 0.063, 0.054, 0.065, 0.078, 0.108, 0.049, -0.440, 0.070, 0.054, 0.098, 0.053, 0.106, 0.042, -0.455, 0.062, 0.053, 0.095, 0.074, 0.102, 0.056, -0.414, 0.056, 0.046, 0.084, 0.108, 0.091, 0.034, -0.451, 0.065, 0.054, 0.084, 0.085, 0.082, 0.044, -0.420, 0.087, 0.021, 0.081, 0.111, 0.057, 0.056, -0.436, 0.081, 0.053, 0.098, 0.102, 0.102, 0.061, -0.441, 0.054, 0.060, 0.097, 0.103, 0.101, 0.075, -0.380, 0.104, -0.065, 0.100, 0.109, 0.076, 0.051, -0.440, 0.058, 0.076, 0.094, 0.101, 0.101, 0.049, -0.447, 0.071, 0.058, 0.094, 0.101, 0.100, 0.060, -0.434, 0.069, 0.041, 0.071, 0.094, 0.086, 0.038, -0.452, 0.070, 0.055, 0.093, 0.088, 0.094, 0.007, -0.427, 0.076, 0.038, 0.104, 0.083, 0.102, 0.053, -0.443, 0.082, 0.049, 0.093, 0.103, 0.095]}

No. 2
{"formula": "C11H30Br3O5V", "method": "wB97M-V/def2-TZVPD", "multiplicity": 2, "energy_ev": -257952.3262, "s2": 0.792, "e_homo_ev": [-5.47, -5.48], "fmax_ev_per_a": 3.56, "homo_lumo_gap_ev": [8.165, 8.172], "charge": -1, "symbols": ["O", "V", "Br", "Br", "Br", "C", "C", "O", "C", "C", "H", "H", "H", "H", "H", "H", "H", "H", "H", "H", "C", "C", "C", "O", "H", "H", "H", "H", "H", "H", "H", "H", "C", "C", "O", "H", "H", "H", "H", "H", "H", "C", "C", "O", "H", "H", "H", "H", "H", "H"], "positions_angstrom": [[-11.025, -2.604, -29.731], [-11.291, -1.400, -30.774], [-8.841, -0.523, -30.131], [-10.630, -2.813, -32.878], [-12.173, 0.784, -31.948], [-9.005, -6.198, -30.511], [-8.790, -4.875, -29.817], [-9.154, -5.023, -28.430], [-8.865, -3.828, -27.717], [-9.042, -4.104, -26.253], [-8.401, -6.999, -30.065], [-10.048, -6.504, -30.454], [-8.698, -6.108, -31.553], [-7.756, -4.523, -29.859], [-9.455, -4.134, -30.253], [-7.851, -3.473, -27.947], [-9.534, -3.024, -28.058], [-8.694, -3.264, -25.650], [-8.427, -4.964, -25.966], [-10.084, -4.316, -26.015], [-11.807, -7.056, -26.855], [-12.335, -6.287, -28.050], [-13.817, -6.395, -28.200], [-12.066, -4.881, -27.906], [-12.267, -6.697, -25.931], [-10.725, -6.933, -26.775], [-12.028, -8.126, -26.937], [-11.807, -6.608, -28.956], [-14.220, -5.588, -28.805], [-14.281, -6.334, -27.206], [-14.111, -7.370, -28.597], [-11.110, -4.767, -28.006], [-14.446, -2.265, -32.800], [-14.151, -2.907, -31.464], [-13.412, -2.000, -30.603], [-15.029, -2.955, -33.416], [-13.521, -1.997, -33.307], [-15.058, -1.373, -32.653], [-13.514, -3.783, -31.570], [-15.073, -3.206, -30.960], [-14.001, -1.548, -29.997], [-11.137, -0.538, -26.548], [-12.203, -0.820, -27.605], [-11.908, -0.268, -28.861], [-10.315, -1.254, -26.611], [-11.576, -0.524, -25.554], [-10.664, 0.428, -26.753], [-13.169, -0.426, -27.242], [-12.358, -1.891, -27.740], [-11.449, 0.576, -28.783]], "forces_ev_per_a": [[-0.68, 1.84, -1.75], [1.61, -2.31, 2.17], [-0.68, 0.03, -0.34], [-0.43, 0.55, 0.62], [0.08, -0.30, 0.28], [0.54, -0.27, 0.10], [-0.69, -0.24, 0.35], [0.30, 0.08, -0.16], [-0.16, 0.49, -0.22], [0.35, -0.21, 0.40], [-0.05, 0.17, 0.04], [-0.07, 0.09, -0.12], [-0.20, 0.01, -0.06], [0.04, -0.06, -0.16], [0.21, 0.26, -0.18], [0.02, -0.21, 0.05], [0.11, -0.12, 0.01], [-0.15, 0.11, -0.05], [-0.15, -0.01, -0.01], [-0.01, 0.00, 0.07], [0.14, -0.30, 0.08], [0.70, 1.04, -0.06], [-0.75, -0.53, 0.46], [-0.14, -0.37, 0.32], [-0.02, 0.11, -0.05], [-0.03, -0.02, -0.01], [0.04, 0.07, -0.07], [-0.18, -0.24, -0.01], [0.06, -0.05, -0.21], [0.01, 0.16, -0.12], [0.01, 0.09, -0.17], [0.08, 0.01, -0.25], [-0.28, 0.01, 0.12], [0.27, 0.18, 0.08], [-0.28, -0.39, -0.49], [0.14, -0.07, -0.04], [-0.03, 0.02, -0.04], [0.12, 0.10, -0.05], [0.04, -0.01, -0.03], [0.08, 0.04, 0.11], [0.05, 0.30, -0.07], [0.35, 0.00, -0.69], [-0.48, -0.23, 1.12], [-0.09, 0.15, -0.92], [-0.15, -0.09, 0.12], [0.08, -0.08, 0.11], [-0.21, 0.09, 0.18], [0.19, 0.12, -0.21], [0.22, -0.02, -0.15], [0.05, 0.00, -0.12]], "nbo_charge": [-0.659, 1.163, -0.577, -0.534, -0.597, -0.618, -0.071, -0.582, -0.084, -0.631, 0.192, 0.204, 0.219, 0.165, 0.219, 0.171, 0.206, 0.207, 0.202, 0.211, -0.629, 0.088, -0.616, -0.748, 0.201, 0.221, 0.196, 0.162, 0.224, 0.195, 0.200, 0.495, -0.635, -0.056, -0.720, 0.201, 0.255, 0.206, 0.203, 0.163, 0.496, -0.634, -0.065, -0.714, 0.225, 0.206, 0.206, 0.147, 0.216, 0.508]}

No. 3
{"formula": "C6H7N", "method": "wB97M-V/def2-TZVPD", "relative_energy_kcal_mol": 49.77, "energy_ev": -7823.4892, "e_homo_ev": -8.34, "fmax_ev_per_a": 4.13, "homo_lumo_gap_ev": 9.242, "symbols": ["N", "C", "C", "C", "C", "C", "C", "H", "H", "H", "H", "H", "H", "H"], "positions_angstrom": [[-1.671, 0.386, -1.650], [-0.661, 0.167, -0.626], [0.214, -0.871, -0.770], [1.282, -1.092, 0.074], [1.321, -0.471, 1.377], [0.474, 0.666, 1.415], [-0.453, 1.081, 0.418], [-2.437, -0.331, -1.567], [-2.115, 1.306, -1.490], [0.080, -1.639, -1.484], [2.282, -1.441, -0.203], [1.490, -0.834, 2.376], [0.631, 1.492, 2.074], [-1.297, 1.862, 0.523]], "forces_ev_per_a": [[-0.90, -0.43, 1.18], [-1.32, 1.32, -0.26], [1.19, -0.72, 0.05], [1.40, 0.75, 2.92], [-3.11, 1.92, -1.92], [-0.55, 1.26, -1.09], [-1.08, -1.20, -0.27], [1.10, 0.92, -0.22], [0.31, -0.78, -0.13], [-0.01, -0.09, -1.49], [-0.92, -1.55, -0.34], [1.80, -0.30, -0.21], [0.01, -0.30, 1.60], [2.09, -0.79, 0.19]], "nbo_charge": [-0.818, 0.154, -0.275, -0.160, -0.263, -0.197, -0.275, 0.370, 0.363, 0.221, 0.221, 0.236, 0.209, 0.214]}

No. 4
{"formula": "C3H5B", "method": "wB97M-V/def2-TZVPD", "multiplicity": 3, "relative_energy_kcal_mol": 78.76, "energy_ev": -3858.7251, "s2": 2.002, "e_homo_ev": [-6.08, -9.51], "fmax_ev_per_a": 4.04, "homo_lumo_gap_ev": [6.562, 9.006], "symbols": ["B", "C", "C", "C", "H", "H", "H", "H", "H"], "positions_angstrom": [[1.414, 0.132, -0.058], [-1.186, 0.162, -0.554], [-1.150, -0.185, 0.668], [0.088, 0.660, 0.263], [2.409, 0.100, 0.355], [1.380, -2.098, -1.290], [-1.225, 0.047, -1.536], [-1.716, -0.467, 1.492], [-0.014, 1.648, 0.659]], "forces_ev_per_a": [[-1.90, -0.14, -1.40], [1.79, 0.36, 3.09], [0.44, 1.05, -0.98], [-2.25, -0.45, 0.56], [3.21, 0.07, 1.39], [-0.01, -0.59, -0.17], [-1.10, -0.23, -3.88], [-0.41, -0.91, 1.29], [0.22, 0.85, 0.10]], "nbo_charge": [0.478, -0.144, -0.124, -0.746, -0.142, 0.012, 0.225, 0.223, 0.219]}